Entry from the OMol25 dataset: a single C4H11N3 molecule in a non-equilibrium geometry (ωB97M-V with the def2-TZVPD basis set).

Properties
- energy above the lowest of the compared OMol25 structures with the same formula, charge and spin (kcal per mole) = 36.0
- SMILES = N/C=C(\N)CCN
- gap between HOMO and LUMO (eV) = 8.11
- total charge = 0

CARTESIAN COORDINATES (ANGSTROEM)
C: 1.6746 -0.6470 -0.1301
C: 0.5001 -0.6848 -1.1000
C: -0.7113 0.0021 -0.5426
C: -1.5410 -0.6530 0.2706
N: -2.4678 -0.0605 1.1595
N: -0.8522 1.3613 -0.8315
N: 2.0513 0.7161 0.2732
H: 1.3889 -1.2600 0.7381
H: 2.5338 -1.1605 -0.5631
H: 0.3159 -1.7367 -1.3162
H: 0.7822 -0.2156 -2.0428
H: -1.4468 -1.7146 0.4485
H: -2.5532 0.9404 1.0888
H: -2.4589 -0.3575 2.1195
H: -0.0834 1.8098 -1.3036
H: -1.1841 1.9574 -0.0869
H: 1.2834 1.0872 0.8301
H: 2.7685 0.6159 0.9884